{
  "formula": "C31H52AuN2O3P2",
  "method": "ωB97M-V/def2-TZVPD",
  "total_energy_ha": -2365.63660,
  "total_charge": 1,
  "gap_ev": [4.50, 4.50],
  "multiplicity": 3,
  "largest_force_ev_per_a": 2.61,
  "symbols": ["Au", "C", "C", "C", "C", "C", "C", "H", "H", "H", "C", "H", "H", "H", "C", "H", "H", "H", "C", "H", "H", "H", "C", "H", "H", "H", "C", "C", "C", "C", "C", "C", "C", "C", "H", "H", "H", "H", "H", "H", "H", "H", "H", "H", "H", "H", "P", "C", "C", "P", "C", "C", "C", "H", "H", "H", "H", "H", "H", "H", "H", "H", "H", "H", "H", "H", "H", "C", "C", "C", "C", "C", "C", "O", "N", "C", "O", "N", "C", "O", "H", "H", "H", "H", "H", "H", "H", "H", "H", "H", "H"],
  "xyz": [[3.582, -0.282, -3.392], [-2.050, -1.698, 2.824], [-1.613, -2.721, 1.938], [0.112, -2.239, 3.385], [-0.986, -1.401, 3.718], [-0.279, -3.060, 2.297], [-3.393, -1.104, 2.897], [-3.962, -1.250, 1.975], [-3.338, -0.034, 3.134], [-3.955, -1.574, 3.712], [-1.078, -0.487, 4.861], [-1.683, 0.395, 4.613], [-0.088, -0.159, 5.182], [-1.552, -0.989, 5.716], [1.410, -2.326, 4.071], [1.510, -3.250, 4.664], [1.544, -1.480, 4.752], [2.233, -2.306, 3.344], [0.555, -4.136, 1.730], [0.754, -4.946, 2.453], [1.524, -3.721, 1.424], [0.082, -4.580, 0.847], [-2.412, -3.391, 0.891], [-2.565, -4.456, 1.132], [-1.909, -3.349, -0.088], [-3.400, -2.929, 0.789], [-1.608, 1.150, -0.314], [-2.707, 0.367, -0.162], [-3.443, -0.452, -1.172], [-2.745, -0.773, -2.499], [-1.436, -1.456, -2.304], [-0.229, -0.872, -2.231], [0.250, 0.484, -1.809], [-0.883, 1.485, -1.566], [-4.400, 0.021, -1.409], [-2.648, 0.103, -3.151], [-3.684, -1.410, -0.692], [-1.540, 1.551, -2.443], [-1.209, 1.647, 0.584], [-3.166, 0.403, 0.821], [-0.421, 2.476, -1.413], [0.890, 0.415, -0.920], [0.649, -1.483, -2.514], [0.956, 0.908, -2.536], [-3.335, -1.543, -3.009], [-1.447, -2.551, -2.225], [-0.457, 0.728, -4.674], [-0.751, 2.481, -5.146], [-1.704, 0.013, -5.858], [1.930, -1.137, -4.880], [1.138, 0.411, -5.506], [0.965, -2.285, -5.977], [3.487, -1.117, -5.882], [0.073, 3.106, -4.787], [-1.676, 2.841, -4.675], [-0.844, 2.586, -6.235], [-1.595, 0.472, -6.852], [-2.720, 0.223, -5.493], [-1.619, -1.075, -5.957], [3.242, -0.864, -6.917], [3.942, -2.113, -5.786], [4.193, -0.337, -5.509], [1.817, 1.241, -5.278], [0.961, 0.312, -6.584], [1.472, -3.250, -6.069], [0.905, -1.846, -6.986], [-0.057, -2.474, -5.633], [1.055, 2.150, 5.639], [2.182, 2.008, 4.637], [1.917, 2.523, 3.201], [1.594, 4.048, 3.163], [0.341, 4.516, 3.863], [3.222, 2.321, 2.415], [4.154, 3.113, 2.403], [3.350, 1.109, 1.751], [2.320, 0.179, 1.456], [2.611, -0.833, 0.850], [1.060, 0.533, 1.845], [0.801, 1.663, 2.515], [-0.393, 2.010, 2.667], [1.150, 3.071, 6.222], [1.086, 1.316, 6.346], [0.076, 2.151, 5.149], [3.068, 2.540, 5.014], [2.473, 0.949, 4.551], [2.470, 4.563, 3.581], [1.547, 4.350, 2.105], [0.480, 4.564, 4.945], [0.087, 5.517, 3.503], [-0.476, 3.829, 3.618], [4.232, 0.896, 1.349]]
}